{
  "formula": "C5H10O2",
  "method": "ωB97M-V/def2-TZVPD",
  "symbols": ["C", "C", "O", "C", "C", "C", "O", "H", "H", "H", "H", "H", "H", "H", "H", "H", "H"],
  "xyz": [[1.86999, -0.85189, 0.16929], [0.85291, 0.12543, 0.75546], [0.92710, 1.37883, 0.10640], [-0.59377, -0.46075, 0.77701], [-1.63829, 0.37569, 0.01844], [-1.49952, 0.29620, -1.48277], [-0.44660, 0.37587, -2.08375], [1.91537, -1.78192, 0.74798], [1.61498, -1.10673, -0.86660], [2.86370, -0.39302, 0.17397], [1.14373, 0.33903, 1.78958], [0.73690, 1.20325, -0.83179], [-0.59305, -1.48189, 0.37269], [-0.93757, -0.54341, 1.81471], [-1.53822, 1.43274, 0.30246], [-2.65421, 0.06258, 0.28480], [-2.43282, 0.15161, -2.06204]],
  "homo_energy_ev": -10.0,
  "smiles": "C[C@@H](O)CCC=O",
  "largest_force_ev_per_a": 0.564,
  "de_lowest_kcal_mol": 31.0
}